Entry 1:
Here is the molecule C9H8FN3 from OMol25. Energies are from wB97M-V/def2-TZVPD.

SMILES	FN(c1ccccc1)c1cc[nH]n1
relative energy (zero: lowest compared OMol25 entry of this formula, charge and spin)	83.8	kcal per mole
molecular weight	177.18	u

```
21
Properties=species:S:1:pos:R:3:forces:R:3
F -0.359836 -2.409913 0.449821 0.0 -0.5 -0.3
N -0.263355 -1.096221 0.884367 -4.4 1.8 -0.6
N -1.650154 0.339630 -0.835670 -0.6 0.2 -0.7
N -2.935631 0.814379 -0.977182 1.7 -0.5 0.4
C -2.980336 -0.384281 0.874662 1.8 -1.1 1.3
C 1.084895 0.820163 0.754534 1.4 -1.2 -1.9
C 1.940530 -1.245760 -0.251117 -2.3 -1.8 1.5
C 3.117816 -0.652971 -0.486435 0.3 1.8 -1.8
C 2.179204 1.503708 0.154632 -0.7 -3.9 0.2
C 0.909095 -0.503353 0.425419 1.4 -1.1 -1.1
C -3.709593 0.397937 0.064848 1.1 -0.3 -1.3
C 3.172866 0.776180 -0.514243 -0.1 -1.0 1.4
C -1.717099 -0.345500 0.245860 4.0 -2.0 1.7
H 2.084946 2.494124 0.305651 0.7 3.5 0.0
H -3.143398 1.014910 -1.939849 -0.6 0.5 0.2
H 3.842985 -1.327413 -0.931589 0.5 0.7 0.0
H 4.065847 1.172916 -0.945167 0.2 0.8 -0.1
H 0.250462 1.191760 1.276360 -0.5 1.4 0.7
H -3.107821 -0.948141 1.808339 -0.5 0.7 -0.6
H 1.877361 -2.349405 -0.482189 -0.4 1.5 0.6
H -4.658794 0.737256 0.118946 -3.0 0.7 0.2
```
Positions in Å, forces in eV/Å.

Löwdin population analysis, charges in e, atoms 1 to 4: F -0.062; N 0.034; N 0.100; N 0.004

=====

Entry 2:
Here is a cluster of 3 separate species, C2H11NO2 in total from OMol25. Energies are from wB97M-V/def2-TZVPD.

SMILES	CNC.O.O
relative energy (zero: lowest compared OMol25 entry of this formula, charge and spin)	26.3	kcal per mole
molecular weight	81.12	u

```
16
Properties=species:S:1:pos:R:3:forces:R:3
O 1.339221 1.205984 -2.136992 0.0 0.5 0.7
O 1.624529 -1.335593 -0.815044 0.2 -0.1 0.0
N -1.400525 0.399027 1.263994 0.0 -1.1 0.8
C -1.851467 -0.429384 0.114186 0.8 2.2 -0.6
C 0.047940 0.179537 1.484143 -0.8 0.9 -0.2
H 0.236015 -0.760429 1.994728 0.3 -0.2 -0.1
H -1.319005 -1.364321 -0.079121 -0.3 -0.3 0.5
H 0.609818 1.503605 -1.569697 -0.1 -0.2 -0.3
H 1.610775 -0.479480 -1.257090 -0.3 0.3 -0.2
H -2.935602 -0.459520 0.038693 0.0 -0.4 0.3
H 0.491603 1.010509 2.052781 -0.2 -0.3 0.0
H 2.403567 -1.729000 -1.210343 0.2 -0.4 0.0
H 2.066063 1.738706 -1.783422 0.1 -0.1 -0.3
H -1.860840 0.083117 2.115238 -0.1 0.1 -0.2
H -1.533803 0.250650 -0.698837 -0.3 -0.6 -0.4
H 0.471705 0.186588 0.486782 0.5 -0.2 0.2
```
Positions in Å, forces in eV/Å.

Löwdin population analysis, charges in e, atoms 1 to 4: O -0.050; O -0.071; N -0.189; C -0.141

=====

Entry 3:
Here is the molecule C6H12N2 from OMol25. Energies are from wB97M-V/def2-TZVPD.

SMILES	N[C@@]12CCC[C@@]1(N)C2
relative energy (zero: lowest compared OMol25 entry of this formula, charge and spin)	158.7	kcal per mole
molecular weight	112.18	u

```
20
Properties=species:S:1:pos:R:3:forces:R:3
N -1.619200 0.641426 -0.914280 0.0 0.9 0.9
N 2.068103 0.024730 0.322231 3.4 3.8 2.1
C 0.932934 0.423133 -0.342550 -1.8 -2.3 -2.7
C 0.394817 1.833196 -0.431737 0.2 -1.4 -3.0
C 0.472632 -0.987849 -0.840384 0.1 -2.0 2.7
C -0.574011 0.952396 0.228968 -2.0 -2.1 -1.2
C -0.726843 -0.060429 1.340762 -3.3 -1.3 -0.8
C -0.215084 -1.426002 0.615762 -3.4 0.1 0.1
H -2.010026 -0.333350 1.377559 3.7 1.4 0.7
H 0.035023 1.875573 -1.559488 0.7 1.0 2.6
H -2.055687 1.561027 -1.219389 0.4 -1.8 0.8
H -1.205825 -2.012527 0.573549 1.1 0.8 -1.2
H -0.333636 0.158729 2.348347 -0.1 -0.1 -0.7
H 1.211192 -1.841731 -1.014678 0.2 1.8 0.2
H 2.433153 -0.964487 0.286321 -0.6 2.3 -0.2
H 0.134960 -2.104294 1.376523 1.9 -0.1 0.0
H -2.324498 -0.126386 -0.747778 1.1 1.6 0.1
H 0.833182 2.679077 0.063195 0.5 0.2 -0.2
H 2.707229 0.904969 0.174023 -0.5 -3.2 1.0
H -0.158415 -1.197201 -1.636956 -1.7 0.5 -1.1
```
Positions in Å, forces in eV/Å.

Löwdin population analysis, charges in e, atoms 1 to 4: N 0.003; N 0.044; C -0.448; C -0.053

=====

Entry 4:
Here is a structure of composition C8H12ClKO10 from OMol25. Energies are from wB97M-V/def2-TZVPD.

relative energy (zero: lowest compared OMol25 entry of this formula, charge and spin)	52.8	kcal per mole
molecular weight	342.73	u

```
32
Properties=species:S:1:pos:R:3:forces:R:3
K -0.324932 1.395001 5.875235 0.1 0.1 -0.9
Cl -0.252772 1.528081 2.081790 -1.2 -0.6 -1.5
O 5.788501 -0.315462 0.507636 -3.7 -0.6 1.8
O 4.412504 -0.926239 2.264491 0.9 2.3 -1.4
O 0.590453 1.646312 0.906564 -0.3 0.4 1.3
O -3.219059 0.969478 -5.574276 0.0 0.5 -0.8
O -1.634607 1.685422 1.746130 -0.5 0.0 -0.8
O -0.016754 2.505023 3.112572 1.4 0.7 1.0
O -0.082118 0.208178 2.641395 0.6 -0.7 0.8
O 3.702493 -1.226615 0.136309 0.8 0.7 1.8
O -2.026118 2.117898 -3.996163 -0.4 -0.7 0.5
O -3.932282 1.032166 -3.429281 0.5 0.9 -0.9
C -3.475771 0.174003 -1.188760 0.0 1.5 0.6
C 3.227052 -1.736448 2.381470 2.3 0.8 0.8
C -3.389457 1.453704 -2.161975 0.6 -2.0 -0.1
C 1.954487 -2.849522 0.518964 -1.3 -0.2 -1.3
C 2.624921 -1.636523 1.002713 0.2 0.4 0.8
C 4.697610 -0.696275 0.964530 3.0 -0.8 -2.3
C -1.966216 1.792916 -2.589107 0.2 -0.1 1.1
C -3.059729 1.392813 -4.488216 -0.8 -1.1 2.2
H -3.084055 0.398504 -0.196666 0.2 0.6 0.1
H -1.410635 0.884608 -2.355864 0.7 0.2 -0.7
H 2.497772 -3.790368 0.430865 0.3 0.3 0.5
H -4.484215 -0.157949 -0.941889 -0.2 0.2 -0.6
H 1.031392 -2.965704 1.086853 0.0 -0.3 0.1
H 1.922741 -0.808643 1.100978 -0.2 0.0 -0.5
H -2.894041 -0.715172 -1.431792 0.0 0.3 -1.0
H 3.841708 -2.573261 2.713198 -1.7 -1.4 0.0
H -1.572337 2.632344 -2.016102 0.2 -0.1 -0.3
H 2.690334 -1.221115 3.178009 -0.6 -0.7 -0.1
H -3.792849 2.394898 -1.788445 -1.0 -0.5 0.1
H 1.635979 -2.592055 -0.491167 -0.2 -0.3 -0.2
```
Positions in Å, forces in eV/Å.

Löwdin population analysis, charges in e, atoms 1 to 4: K 0.945; Cl 0.619; O 0.099; O 0.027

=====

Entry 5:
Here is the molecule C20H29FN4O6S from OMol25. Energies are from wB97M-V/def2-TZVPD.

calculated total energy	-53009.032	eV
SMILES	Cc1cc(F)ccc1S(=O)(=O)N1CCCO[C@H]1CNC(=O)C(=O)NCCN1CCOCC1
molecular weight	472.54	u

```
61
Properties=species:S:1:pos:R:3:forces:R:3
S 0.395127 -0.619367 0.465867 0.2 -0.3 0.4
F 1.900071 0.399445 6.049779 0.0 0.0 -0.1
O -0.308537 -0.145629 -3.701402 0.1 0.0 0.0
O 1.239319 0.002534 -0.512363 0.2 0.0 0.1
O -1.630779 -2.584616 -1.586380 -0.1 0.1 0.0
O -2.299340 6.330083 -2.454837 -0.1 0.1 -0.1
O 2.423957 -3.730383 0.299577 0.0 0.0 -0.1
O -1.008865 -0.329363 0.419615 0.0 -0.1 0.4
N 0.601604 -2.245828 0.324259 -0.1 0.9 0.0
N 0.440504 -2.425395 -2.523200 0.3 0.2 -0.1
N -2.092651 0.026101 -2.290500 -0.1 -0.2 0.2
N -1.740086 3.709534 -1.572199 0.0 0.1 0.0
C -1.034274 -0.590850 -2.828075 -0.3 0.2 -0.1
C -2.344205 1.427675 -2.504580 0.2 0.4 0.0
C -0.054177 0.056859 3.047744 -0.1 0.1 0.1
C 0.647836 -4.053821 1.935058 0.2 0.1 -0.4
C -0.795794 -1.974601 -2.228395 0.1 -0.5 -0.3
C -1.076398 4.252776 -2.742739 0.0 0.4 0.1
C 2.274922 -0.364315 2.528642 0.1 0.1 0.2
C -1.010852 5.773619 -2.588021 0.3 -0.3 -0.2
C 0.249229 0.288200 4.376620 0.2 0.0 0.1
C 3.357305 -0.714459 1.564853 0.2 0.0 -0.1
C -0.238445 -3.129328 1.100418 -0.3 -0.3 0.4
C 1.671847 -4.706675 1.005352 -0.1 -0.1 0.4
C 1.574795 0.185454 4.762287 -0.1 0.0 -0.1
C 1.058961 -3.470040 -1.756945 0.0 -0.1 0.5
C 2.579317 -0.129864 3.866473 -0.1 0.0 0.0
C -1.640719 2.278514 -1.421856 -0.1 -0.3 -0.1
C 1.642710 -2.846108 -0.459867 0.4 0.4 -0.7
C -2.969078 5.773895 -1.348134 -0.3 -0.2 0.2
C 0.941424 -0.266282 2.142585 -0.4 0.0 -0.6
C -3.081036 4.252028 -1.472342 0.1 0.4 0.0
H 1.862738 -3.939038 -2.326310 -0.1 0.0 0.1
H -2.478611 -0.408620 -1.461711 0.1 -0.1 -0.2
H -0.068634 3.840201 -2.803582 0.0 0.0 -0.1
H -0.869560 -2.497751 1.725048 -0.1 -0.2 0.0
H 2.313566 -2.034660 -0.763921 -0.1 -0.2 0.0
H -3.423506 1.597988 -2.489726 0.1 0.0 -0.1
H -0.509643 0.542975 5.098023 -0.1 0.0 0.1
H -0.580543 2.010042 -1.419236 0.0 0.0 0.0
H -1.943700 1.674628 -3.490403 -0.2 0.0 0.1
H -2.050102 2.009326 -0.443977 0.1 0.0 0.0
H 3.175929 -0.230566 0.608832 0.2 0.0 0.0
H 1.165967 -5.379441 0.301904 0.0 0.0 0.0
H -2.425500 6.017831 -0.422972 -0.1 0.0 0.0
H 3.380599 -1.792322 1.400647 0.0 -0.1 0.0
H 4.326354 -0.407892 1.950506 0.1 0.0 0.0
H 0.047792 -4.818222 2.426304 0.0 0.0 0.0
H -0.407113 6.019237 -1.701683 0.0 0.0 -0.1
H -1.066597 0.130546 2.684881 -0.1 0.0 0.1
H 3.598531 -0.190926 4.215516 0.1 0.0 0.0
H -3.566839 3.844808 -0.583677 -0.1 0.0 0.0
H -0.891058 -3.700318 0.430200 0.0 0.1 0.1
H -3.956982 6.237504 -1.324742 0.0 0.0 0.1
H 1.171600 -3.468988 2.694251 0.0 0.0 0.1
H 2.413213 -5.277229 1.568317 -0.1 0.0 -0.1
H -3.695000 4.016840 -2.358690 0.0 0.0 0.1
H -1.617173 4.018700 -3.675000 0.1 0.0 0.0
H 0.287589 -4.205574 -1.521609 0.1 -0.1 -0.1
H 1.026750 -1.754573 -3.006999 -0.1 0.0 0.0
H -0.569092 6.237292 -3.471562 0.0 0.0 0.1
```
Positions in Å, forces in eV/Å.

Löwdin population analysis, charges in e, atoms 1 to 4: S 0.692; F 0.072; O 0.072; O -0.266

=====

Entry 6:
Here is a cluster of 2 separate species, C3H10O in total from OMol25. Energies are from wB97M-V/def2-TZVPD.

SMILES	CC.CO
relative energy (zero: lowest compared OMol25 entry of this formula, charge and spin)	31.3	kcal per mole
molecular weight	62.11	u

```
14
Properties=species:S:1:pos:R:3:forces:R:3
O -1.706594 -0.898893 -1.880397 1.8 -1.3 1.7
C 2.252926 0.366953 1.409118 0.2 2.5 1.4
C 1.100158 -0.338469 0.828052 -2.5 -1.0 -1.5
C -2.467258 0.233914 -1.559107 3.7 1.6 0.1
H -2.378568 0.936748 -2.416519 0.1 0.1 1.0
H 3.177105 0.327378 0.876260 0.5 0.0 -0.8
H 0.159733 0.156940 1.212805 0.8 -0.8 -0.5
H -3.433531 0.047073 -1.425241 -4.3 -1.3 0.2
H -2.173359 0.591821 -0.546526 0.2 0.6 -0.9
H -1.070094 -1.075992 -1.110839 -1.5 0.3 -1.9
H 1.054503 -0.333159 -0.286757 0.1 0.6 0.6
H 2.514671 -0.096218 2.364775 -0.2 0.6 0.3
H 1.958833 1.514806 1.534423 0.9 -2.4 0.0
H 1.011477 -1.432902 0.999952 0.3 0.6 0.5
```
Positions in Å, forces in eV/Å.

Löwdin population analysis, charges in e, atoms 1 to 4: O -0.140; C -0.202; C -0.226; C -0.173

=====

Entry 7:
Here is a cluster of 2 separate species, C7H16NO2 in total from OMol25. Energies are from wB97M-V/def2-TZVPD.

net charge	+1
relative energy (zero: lowest compared OMol25 entry of this formula, charge and spin)	81.6	kcal per mole
molecular weight	146.21	u

```
26
Properties=species:S:1:pos:R:3:forces:R:3
O -4.157635 -0.689913 -1.889841 -0.1 0.5 0.0
O 2.639101 -1.242787 1.660341 -1.0 1.3 -0.9
N 0.031433 0.183149 -0.474660 -1.5 4.9 -1.0
C 1.358975 0.373259 -1.228706 1.5 0.7 0.8
C 3.285064 -0.551371 0.530647 1.2 0.9 0.2
C -0.785424 1.304121 -0.347692 0.2 -4.5 0.7
C -2.078767 0.799507 0.538497 1.9 1.5 2.2
C -0.507579 -1.061996 0.205980 -0.2 -1.2 0.0
C -1.399868 -0.429300 1.439734 0.0 -0.4 -1.8
C 2.467852 0.753588 -0.039037 0.0 -0.9 -0.2
H -2.126233 -1.238584 1.888040 1.3 1.8 -1.1
H -1.149386 -1.585283 -0.647516 0.9 1.1 2.1
H 0.325573 -1.844596 0.479606 -1.3 2.0 -0.4
H -2.144511 1.649405 1.364037 -0.9 -1.4 -2.1
H -3.038014 0.532749 -0.077714 2.0 0.6 1.1
H 1.301029 1.344155 -1.917300 -0.3 -2.5 1.4
H 3.525848 -1.343360 -0.313962 -0.7 1.6 1.7
H -0.578668 2.400636 -0.767346 -0.2 -2.9 0.8
H -0.773755 0.030288 2.329741 -1.0 -1.0 -2.1
H -4.077657 -0.096019 -2.651277 -0.1 -0.3 0.1
H 1.870133 -0.717704 2.035340 1.6 -0.7 -0.8
H 3.230736 1.541918 -0.463867 -1.6 -1.6 0.9
H 4.331600 -0.151765 0.940144 -2.2 -0.9 -1.0
H -5.078748 -0.585801 -1.607538 0.2 -0.1 -0.1
H 1.838076 1.207809 0.840412 1.5 -0.6 -1.6
H 1.690824 -0.582105 -1.826063 -1.0 1.9 1.2
```
Positions in Å, forces in eV/Å.

Löwdin population analysis, charges in e, atoms 1 to 4: O -0.069; O -0.137; N -0.116; C -0.098

=====

Among the records above, which one has the highest molecular weight? C20H29FN4O6S

=====

The lowest molecular weight belongs to which entry? C3H10O

=====

Which value of molecular weight does entry 5 give? 472.54 u